(1)
The following is a DFT calculation (wB97M-V/def2-TZVPD) of a structure of composition C18H42KO9.

```
! RIJCOSX wB97M-V def2-TZVPD def2/J DEFGRID3
* xyz 1 1
K -0.4500 0.5717 0.9692
C 0.0860 3.7619 1.4641
O 0.0036 2.9979 0.2931
C -0.9284 3.4544 -0.6455
C -2.4198 3.2834 -0.2919
O -2.5473 1.9404 0.1940
C -3.6812 1.6938 1.0198
C -3.6704 2.2419 2.4335
O -2.3281 1.8575 2.7905
C -1.9178 2.3356 4.0752
H -0.8728 3.9394 1.9532
H 0.7802 4.6061 1.4622
H 0.5744 3.1213 2.2118
H -0.8424 2.9255 -1.6003
H -0.6203 4.4845 -0.8628
H -3.1193 3.3696 -1.1220
H -2.5911 4.0328 0.4876
H -3.6784 0.6021 0.9950
H -4.6229 1.9688 0.5289
H -4.4600 1.9414 3.1204
H -3.6777 3.3377 2.3981
H -2.7116 2.0827 4.7844
H -1.7949 3.4198 4.0347
H -1.0252 1.8317 4.4328
C -1.2174 -1.4008 4.1004
O -0.2971 -0.4247 3.6166
C 0.8987 -0.3193 4.3784
C 1.8294 0.7397 3.7955
O 1.9755 0.7025 2.3717
C 3.2697 1.0144 1.8886
C 3.2175 1.4989 0.4398
O 2.2651 0.6947 -0.2469
C 2.0687 1.1117 -1.5884
H -1.5719 -1.0101 5.0616
H -0.7926 -2.4023 4.1414
H -2.0782 -1.3223 3.4369
H 1.3352 -1.2971 4.5947
H 0.5877 0.0632 5.3619
H 2.8231 0.6732 4.2550
H 1.5968 1.7429 4.1729
H 3.8731 0.1005 1.8007
H 3.7867 1.7007 2.5595
H 4.1372 1.4394 -0.1448
H 2.7941 2.5141 0.4642
H 2.5175 0.3773 -2.2613
H 2.3827 2.1328 -1.7994
H 1.0145 1.0494 -1.8690
C -0.5360 -1.2163 -2.1516
O -0.2231 -1.7146 -0.8796
C 0.2483 -3.0365 -0.8099
C 1.3132 -3.5200 -1.7788
O 0.8239 -3.5462 -3.1153
C 1.7633 -3.6882 -4.1421
C 1.0451 -3.6572 -5.4806
O 0.0432 -4.6283 -5.5581
C -0.6479 -4.5731 -6.7905
H -0.9156 -0.1972 -2.1589
H -1.2789 -1.8774 -2.6265
H 0.2482 -1.3331 -2.9076
H -0.5719 -3.7493 -0.9844
H 0.5695 -3.2085 0.2158
H 1.5150 -4.5688 -1.5482
H 2.1973 -2.8733 -1.7711
H 2.2206 -4.6898 -4.0830
H 2.5432 -2.9225 -4.1007
H 1.7165 -3.6551 -6.3388
H 0.5857 -2.6617 -5.3239
H -0.0287 -4.9581 -7.6069
H -1.0863 -3.5866 -6.9379
H -1.4452 -5.3188 -6.7772
*
```

Results
ΔE to the lowest compared entry with this formula, charge and spin in eV: 0.818
DFT total energy in a.u.: -1987.771537
HOMO in eV: -11.496

Löwdin population analysis, charges in e, atoms 1 to 8: K 0.875; C -0.085; O -0.274; C -0.186; C -0.139; O -0.234; C -0.181; C -0.147



(2)
The following is a DFT calculation (wB97M-V/def2-TZVPD) of a cluster of 2 separate species, C4H12N3 in total.

```
! RIJCOSX wB97M-V def2-TZVPD def2/J DEFGRID3
* xyz 1 1
N 0.6825 -1.8608 -2.2152
C 0.2268 -0.6592 -2.5776
N -0.6609 0.0161 -1.9244
H 0.4164 -2.2797 -1.3425
H 1.3334 -2.3456 -2.8054
H 0.6863 -0.2574 -3.4746
H -0.8599 0.8709 -2.4301
C 1.2347 0.3442 1.3300
C -0.1943 0.7292 1.5429
C -0.6839 1.5912 2.4050
N -1.1210 -0.0496 0.7068
H 1.8462 0.8394 2.0738
H 1.3586 -0.7338 1.4509
H 1.5597 0.6237 0.3313
H -1.7492 1.7678 2.4965
H -0.0403 2.1722 3.0419
H -0.8608 0.0059 -0.3930
H -2.0873 0.2574 0.8029
H -1.0871 -1.0319 0.9808
*
```

Results
ΔE to the lowest compared entry with this formula, charge and spin in eV: 1.135
DFT total energy in a.u.: -323.636566
HOMO in eV: -13.858

Löwdin population analysis, charges in e, atoms 1 to 8: N 0.131; C -0.298; N 0.046; H 0.106; H 0.114; H 0.139; H 0.078; C -0.028



(3)
The following is a DFT calculation (wB97M-V/def2-TZVPD) of a cluster of 9 separate species, C51H83F8NO25P in total.

```
! RIJCOSX wB97M-V def2-TZVPD def2/J DEFGRID3
* xyz 1 1
C -6.0195 -1.4208 8.9531
C -4.5016 -0.7774 8.7014
C -4.6378 0.3229 7.4493
C -3.2104 1.1101 7.1721
C -2.3256 0.3175 6.0249
C -1.3305 1.3481 5.1644
C 0.2207 1.3425 5.7027
C 1.0472 2.7521 5.3487
C 2.2571 2.4904 4.2583
C 2.0853 3.4408 2.9310
P 2.5953 2.4206 1.3975
C 1.7980 3.2454 -0.1697
C 0.4853 2.3023 -0.5668
C -0.6141 3.0646 -1.5144
C -1.9595 2.1942 -1.8595
C -2.3072 0.9969 -0.7948
C -1.4776 -0.4222 -1.0963
C -2.0803 -1.7080 -0.2557
C -2.7507 -2.8681 -1.2178
C -1.6472 -3.3571 -2.3388
C -1.9165 -4.8573 -2.9510
C -1.6438 -6.0848 -1.8987
C -0.0588 -6.1519 -1.3726
O -0.1463 -6.3116 0.0997
C 1.1324 -6.0009 0.7573
N 4.3793 2.2033 1.2212
C 4.6611 0.8698 1.9062
C 4.8990 -0.3838 0.8761
C 5.5991 -1.6480 1.7143
C 4.8505 -3.0883 1.4622
H -6.8132 -0.5603 9.0392
H -6.3298 -2.0619 8.0007
H -6.0538 -2.1372 9.9005
H -4.0868 -0.2625 9.6697
H -3.7033 -1.6118 8.4101
H -4.9227 -0.3334 6.4976
H -5.5432 1.0646 7.6364
H -2.6399 1.1723 8.1934
H -3.4711 2.1989 6.8037
H -3.0898 -0.1073 5.2148
H -1.7363 -0.5942 6.4842
H -1.7542 2.4431 5.2803
H -1.4250 1.0410 4.0223
H 0.1930 1.2617 6.8902
H 0.7936 0.4034 5.3032
H 0.2554 3.5364 4.9882
H 1.5670 3.1525 6.3421
H 2.2079 1.3591 3.9469
H 3.3387 2.6481 4.7300
H 0.9519 3.7414 2.8252
H 2.7316 4.4183 2.9664
H 2.0374 1.0933 1.4934
H 1.5237 4.3643 0.0358
H 2.5821 3.1323 -1.0579
H 0.0347 1.9024 0.4364
H 0.9419 1.4081 -1.2127
H -0.0670 3.2908 -2.5487
H -0.8245 4.1179 -1.0185
H -2.8718 2.9613 -1.8176
H -1.9734 1.7358 -2.9435
H -2.2507 1.3173 0.3408
H -3.4516 0.7120 -0.9800
H -0.3395 -0.3524 -0.8322
H -1.5311 -0.5661 -2.2779
H -2.8198 -1.3837 0.6195
H -1.1611 -2.2252 0.2974
H -3.7626 -2.4672 -1.6985
H -3.0452 -3.8115 -0.5795
H -0.5968 -3.3302 -1.8062
H -1.6351 -2.5487 -3.1912
H -1.1764 -4.9776 -3.8717
H -3.0085 -4.9007 -3.4244
H -1.9421 -7.1521 -2.3029
H -2.3536 -5.8956 -0.9589
H 0.5617 -5.2077 -1.7114
H 0.4803 -7.0849 -1.8822
H 1.0658 -4.9080 1.2194
H 1.2315 -6.7365 1.6868
H 2.0800 -6.1400 0.0837
H 4.8000 2.9194 1.8858
H 5.6744 1.0213 2.5046
H 3.8264 0.5924 2.7037
H 3.8651 -0.7710 0.4628
H 5.5495 -0.0379 -0.0398
H 6.7005 -1.7503 1.2816
H 5.6856 -1.4301 2.8632
H 5.1520 -3.8311 2.3426
H 5.2062 -3.6118 0.4599
H 3.6744 -3.0399 1.4805
C -5.0509 5.0350 1.5023
C -3.9705 4.0248 1.3183
O -4.1618 3.5747 -0.0037
C -4.7123 4.6330 -0.6624
O -4.7693 4.7285 -1.8771
O -5.1862 5.5790 0.2047
F -4.1430 2.9765 2.1542
H -6.0020 4.5869 1.8089
H -4.7784 5.8086 2.2252
H -2.9573 4.4263 1.4275
C 4.4726 0.4354 8.8753
C 3.0875 0.3048 8.3405
O 3.2520 0.4844 6.9521
C 4.5113 0.0385 6.6838
O 4.9208 -0.2231 5.5649
O 5.2582 -0.0875 7.8230
F 2.2949 1.2957 8.8070
H 4.7592 1.4762 9.0595
H 4.6188 -0.1368 9.7954
H 2.6217 -0.6675 8.5333
C 4.6919 2.2800 -3.5951
C 3.3068 2.1495 -4.1299
O 3.4713 2.3290 -5.5183
C 4.7306 1.8831 -5.7866
O 5.1401 1.6215 -6.9054
O 5.4775 1.7571 -4.6474
F 2.5143 3.1404 -3.6633
H 4.9785 3.3208 -3.4109
H 4.8381 1.7078 -2.6750
H 2.8410 1.1772 -3.9371
C -6.4557 -0.7781 -3.4173
C -7.4914 -1.5927 -4.1141
O -6.7910 -2.7519 -4.5049
C -5.8092 -2.9041 -3.5725
O -5.1729 -3.9321 -3.4102
O -5.6292 -1.7660 -2.8351
F -7.9303 -0.9645 -5.2278
H -5.8620 -0.1683 -4.1065
H -6.8851 -0.1256 -2.6523
H -8.3422 -1.8718 -3.4834
C 5.6272 7.6201 -3.6938
C 4.9689 7.6080 -2.3565
O 4.9761 6.2449 -1.9980
C 6.0711 5.7212 -2.6172
O 6.5680 4.6440 -2.3334
O 6.5500 6.5543 -3.5908
F 3.6838 8.0176 -2.4480
H 4.9282 7.4171 -4.5120
H 6.1399 8.5643 -3.8965
H 5.4932 8.1924 -1.5929
C 5.9886 10.9487 -7.8149
C 6.2047 10.2292 -6.5275
O 5.3338 9.1246 -6.6171
C 5.2380 8.8558 -7.9495
O 4.8001 7.8136 -8.4077
O 5.7001 9.8942 -8.7108
F 5.8201 10.9909 -5.4789
H 5.1372 11.6366 -7.7780
H 6.8745 11.5038 -8.1350
H 7.2310 9.8777 -6.3767
C -3.9839 -6.4378 -5.9376
C -3.6646 -7.8900 -5.8333
O -2.8030 -8.1172 -6.9255
C -2.1665 -6.9296 -7.1280
O -1.1556 -6.8005 -7.7983
O -2.7949 -5.9007 -6.4815
F -4.7754 -8.6414 -6.0036
H -4.8180 -6.2352 -6.6179
H -4.2075 -5.9902 -4.9655
H -3.1617 -8.1732 -4.9024
C -3.2919 -11.0696 -2.3868
C -3.4300 -11.2208 -0.9104
O -3.4399 -9.8911 -0.4425
C -3.9718 -9.1604 -1.4623
O -4.3944 -8.0226 -1.3411
O -3.9812 -9.8613 -2.6371
F -2.3531 -11.8484 -0.3870
H -2.2495 -10.9657 -2.7063
H -3.7454 -11.9003 -2.9342
H -4.3476 -11.7289 -0.5951
*
```

Results
DFT total energy in a.u.: -5068.507267
HOMO in eV: -10.930

Löwdin population analysis, charges in e, atoms 1 to 8: C -0.157; C -0.261; C -0.232; C -0.217; C -0.205; C -0.215; C -0.206; C -0.180



(4)
The following is a DFT calculation (wB97M-V/def2-TZVPD) of the ion C5H9N2 with charge +1.

```
! RIJCOSX wB97M-V def2-TZVPD def2/J DEFGRID3
* xyz 1 1
C -1.4552 -1.2639 1.0098
C -1.6131 0.0294 0.1042
C -0.1517 0.6094 -0.3604
C 0.5075 0.1204 -1.4668
N 1.8773 0.2307 -1.1081
C 2.0746 0.9125 -0.0408
N 0.8351 1.1516 0.4942
H -2.4115 -1.6213 1.2305
H -1.0216 -0.8361 1.9395
H -0.9257 -2.2239 0.5879
H -2.0967 -0.3122 -0.8172
H -2.0323 0.8446 0.5844
H 0.0501 -0.4864 -2.2786
H 2.6705 -0.1488 -1.5453
H 2.9330 1.5161 0.1635
H 0.7598 1.4777 1.5031
*
```

Results
Structure (SMILES): CCc1c[nH]c[nH+]1
ΔE to the lowest compared entry with this formula, charge and spin in eV: 2.162
DFT total energy in a.u.: -305.150594
HOMO in eV: -14.314

Löwdin population analysis, charges in e, atoms 1 to 8: C -0.077; C -0.113; C -0.145; C 0.038; N 0.105; C -0.063; N 0.134; H 0.041



(5)
The following is a DFT calculation (wB97M-V/def2-TZVPD) of a cluster of 2 separate species, C7H13O3P in total.

```
! RIJCOSX wB97M-V def2-TZVPD def2/J DEFGRID3
* xyz 0 1
C -1.0308 -0.0849 0.1606
C -2.3291 0.0680 0.0006
C -0.1150 0.9716 0.3069
C -3.1268 -1.2299 -0.2247
C 2.7538 1.9910 0.5991
C -0.1694 -2.0065 0.3906
C 2.0699 1.5214 -0.7162
O -0.4370 2.1529 0.5005
O -2.9729 1.2136 -0.0238
O 1.0883 0.5506 -0.2345
P 1.6559 -1.9319 -0.0685
H -4.2060 -0.9252 -0.5007
H -2.7693 -1.7096 -1.1026
H -3.0006 -1.9640 0.5941
H 3.3537 1.2327 1.0786
H 3.1821 2.9544 0.4610
H 2.0677 2.2584 1.3025
H -0.7122 -2.5283 -0.3125
H -0.3000 -2.3131 1.3759
H 2.6122 0.8320 -1.4167
H 1.4994 2.3661 -1.1922
H -2.3104 1.9621 0.0672
H 1.5790 -2.0974 -1.3448
H 1.6177 -3.2840 0.2998
*
```

Results
ΔE to the lowest compared entry with this formula, charge and spin in eV: 3.652
DFT total energy in a.u.: -841.444437
HOMO in eV: -8.919

Löwdin population analysis, charges in e, atoms 1 to 8: C 0.008; C -0.381; C -0.454; C -0.018; C -0.053; C -0.246; C -0.151; O 0.068



(6)
The following is a DFT calculation (wB97M-V/def2-TZVPD) of a structure of composition C5H10GaMgO4.

```
! RIJCOSX wB97M-V def2-TZVPD def2/J DEFGRID3
* xyz 1 1
O 3.9200 0.9962 0.9361
C 4.0183 2.1654 0.2026
C 2.7778 3.0413 0.3219
O 1.6198 2.2365 0.3581
C 0.4309 2.6485 1.0240
C -0.4418 1.4060 1.1048
O 0.2914 0.3270 1.6340
Ga 2.0921 0.4221 0.9405
H 4.1818 1.9644 -0.8790
H 4.8827 2.7871 0.5115
H 2.8151 3.5929 1.2767
H 3.3118 -2.0390 -0.0572
H -0.0638 3.4589 0.4672
H 0.6983 3.0033 2.0323
H -0.8041 1.1947 0.0819
H -1.3235 1.6133 1.7362
C 2.5674 -1.6532 -0.7760
O 1.8254 -0.7095 -0.5280
Mg -0.4463 -1.3038 2.5605
H 2.3287 -2.3232 -1.6211
H 2.6843 3.6954 -0.6342
*
```

Results
DFT total energy in a.u.: -2622.046319
HOMO (alpha / beta) in eV: -9.446 / -9.443

Löwdin population analysis, charges in e, atoms 1 to 8: O -0.186; C -0.297; C -0.142; O -0.188; C -0.128; C -0.280; O -0.518; Ga 0.482



The highest DFT total energy belongs to which entry?
C5H9N2